Model P:
{"formula": "C6H14N4", "method": "the ωB97M-V functional and the def2-TZVPD basis", "total_charge": 2, "orbital_gap_ev": 9.6, "elements": ["C", "C", "C", "C", "C", "C", "N", "N", "N", "N", "H", "H", "H", "H", "H", "H", "H", "H", "H", "H", "H", "H", "H", "H"], "xyz": [[1.447, -1.232, 0.115], [-1.005, -1.534, 0.169], [0.307, -2.272, -0.014], [-0.107, 0.496, -0.554], [-0.620, 1.594, -1.365], [1.321, 2.520, 1.155], [1.102, 0.027, -0.503], [-1.096, -0.252, 0.132], [-2.099, -2.231, 0.288], [0.126, 2.247, 1.037], [2.378, -1.778, -0.369], [0.446, -2.523, -1.112], [0.347, -3.214, 0.593], [-1.415, 2.196, -0.992], [-1.113, 1.032, -2.185], [0.230, 2.251, -1.671], [1.710, -1.063, 1.197], [1.939, 1.775, 0.667], [1.749, 3.383, 1.666], [-2.043, 0.079, 0.363], [-2.075, -3.237, 0.097], [-2.891, -1.717, 0.700], [1.926, 0.617, -0.878], [-0.567, 2.834, 1.465]], "mulliken_charge": [-0.7076, 0.6442, -0.6782, 0.1137, -1.0764, -0.2755, -0.0769, -0.0983, -0.3239, -0.2418, 0.3952, 0.3494, 0.4530, 0.4163, 0.3854, 0.3461, 0.3213, 0.1588, 0.3312, 0.3040, 0.2818, 0.2600, 0.5078, 0.2105]}


Model Q:
{"formula": "C6H14N4", "method": "the ωB97M-V functional and the def2-TZVPD basis", "total_charge": 2, "orbital_gap_ev": [7.7, 7.3], "elements": ["C", "C", "C", "C", "C", "C", "N", "N", "N", "N", "H", "H", "H", "H", "H", "H", "H", "H", "H", "H", "H", "H", "H", "H"], "xyz": [[1.866, -1.085, 0.415], [0.706, -0.399, 0.636], [2.102, 1.052, -0.585], [0.829, 0.934, 0.175], [-1.466, 0.616, -0.329], [-2.013, -1.768, -0.694], [-1.584, -0.623, 0.033], [-2.068, 1.683, 0.619], [2.906, -0.168, -0.034], [-0.521, -0.875, 0.954], [2.176, -2.187, 0.681], [1.856, 0.784, -1.621], [2.726, 2.019, -0.371], [0.351, 1.714, 0.556], [-1.710, 0.920, -1.337], [-1.188, -2.141, -1.235], [-2.287, -2.538, -0.035], [-2.879, -1.632, -1.470], [-1.725, 1.583, 1.617], [-1.756, 2.598, 0.315], [3.747, 0.027, 0.725], [3.422, -0.568, -0.785], [-0.444, -1.793, 1.363], [-3.046, 1.847, 0.409]], "mulliken_charge": [-0.7409, 0.6976, -0.4954, -0.6339, -0.7120, -0.8282, 0.1746, -0.2804, -0.1833, -0.3342, 0.3455, 0.2693, 0.3533, 0.6654, 0.4347, 0.3985, 0.3339, 0.3224, 0.3976, 0.3684, 0.4277, 0.3613, 0.3189, 0.3394]}


Most stable structure - model P; separation to the second - 0.1623 hartree.


Model P:
{"formula": "C4H11NO2", "method": "the ωB97M-V functional and the def2-TZVPD basis", "spin_multiplicity": 2, "s2": 0.7642, "total_charge": 1, "orbital_gap_ev": [8.7, 6.1], "elements": ["C", "C", "C", "N", "C", "H", "H", "H", "H", "H", "H", "H", "H", "H", "O", "H", "H", "O"], "xyz": [[2.641, 0.036, -1.770], [1.247, -0.196, -2.218], [0.164, -0.351, -1.359], [-0.996, -0.839, -1.799], [-1.908, -1.187, -0.943], [3.293, -0.638, -2.329], [2.696, -0.126, -0.699], [2.934, 1.045, -2.075], [0.938, -0.188, -3.264], [0.308, -0.075, -0.309], [-1.770, -0.933, 0.110], [-2.769, -1.666, -1.386], [-3.243, 1.067, 2.456], [-2.073, 0.800, 3.340], [-2.465, 0.502, 2.498], [0.973, 1.383, 3.290], [-0.128, 0.376, 2.871], [0.157, 0.989, 3.585]], "mulliken_spin": [0.0205, 0.3255, 0.2928, -0.0234, 0.2162, 0.0271, -0.0050, 0.0523, 0.0160, 0.0315, 0.0275, 0.0187, 0.0000, 0.0000, 0.0002, 0.0000, 0.0001, 0.0000]}


Model Q:
{"formula": "C4H11NO2", "method": "the ωB97M-V functional and the def2-TZVPD basis", "spin_multiplicity": 2, "s2": 0.7553, "total_charge": 1, "orbital_gap_ev": [12.2, 7.7], "elements": ["C", "C", "C", "O", "N", "C", "O", "H", "H", "H", "H", "H", "H", "H", "H", "H", "H", "H"], "xyz": [[0.750, 1.322, -0.052], [0.697, 0.586, -1.396], [-0.478, -0.389, -1.591], [-1.580, -0.121, -0.742], [0.958, 0.493, 1.111], [0.645, -0.942, 1.212], [-0.675, -0.964, 1.622], [1.625, 1.991, -0.082], [-0.121, 1.948, 0.175], [1.681, 0.165, -1.543], [0.674, 1.408, -2.126], [-0.762, -0.362, -2.643], [-0.132, -1.399, -1.367], [-1.744, 0.820, -0.636], [0.944, 0.973, 2.010], [0.833, -1.412, 0.259], [1.267, -1.361, 1.988], [-1.244, -0.797, 0.833]], "mulliken_spin": [-0.0010, 0.0085, 0.0019, -0.0006, 0.8117, -0.0293, 0.1663, 0.0534, 0.0436, -0.0002, -0.0020, 0.0002, 0.0002, -0.0003, -0.0441, 0.0024, 0.0019, -0.0127]}


Model R:
{"formula": "C4H11NO2", "method": "the ωB97M-V functional and the def2-TZVPD basis", "spin_multiplicity": 2, "s2": 0.7647, "total_charge": 1, "orbital_gap_ev": [9.5, 6.7], "elements": ["C", "C", "C", "N", "C", "H", "H", "H", "H", "H", "H", "H", "H", "H", "O", "H", "H", "O"], "xyz": [[1.133, 1.248, 2.088], [0.546, 0.090, 1.365], [-0.186, 0.260, 0.203], [-0.856, -0.735, -0.448], [-2.105, -0.960, -0.552], [2.176, 1.050, 2.353], [0.575, 1.487, 2.995], [1.227, 2.184, 1.560], [0.789, -0.923, 1.642], [-0.431, 1.276, -0.099], [-2.804, -0.170, -0.284], [-2.342, -1.693, -1.332], [-0.772, 2.181, -2.087], [-2.142, 2.936, -1.914], [-1.375, 2.819, -2.471], [1.883, -2.559, -0.481], [2.322, -3.641, 0.582], [2.546, -2.808, 0.148]], "mulliken_spin": [0.0060, 0.3016, 0.1879, 0.3640, -0.0083, 0.0243, 0.0434, 0.0006, 0.0242, 0.0303, 0.0194, 0.0063, -0.0001, 0.0001, 0.0005, -0.0005, 0.0000, 0.0003]}


Most stable structure - model Q; separation to the second - 0.0371 hartree.